Formula: C4H7FN2
Source: the Open Molecules 2025 dataset
Level of theory: ωB97M-V/def2-TZVPD

The geometry in ORCA input format:
```
! wB97M-V def2-TZVPD RIJCOSX def2/J DEFGRID3
* xyz 0 1
F -1.1290 -1.4769 2.8806
N -0.0081 0.4455 -0.4167
N 0.4610 -0.7479 -0.1823
C 0.0794 0.8224 -1.9341
C 0.1134 -1.4043 0.8824
C 0.9826 1.3997 -0.8301
C -0.9229 -0.8455 1.8043
H 2.0758 0.9139 -0.9054
H -1.8523 -0.9133 1.1581
H 0.5072 0.0098 -2.4700
H 0.7953 2.4542 -0.5955
H 0.7234 -2.2795 1.0429
H -0.9782 0.3002 1.8284
H -0.8475 1.3216 -2.2627
*
```

The value obtained for the electronic energy is -9954.979 eV. The energy relative to the best compared isomer or geometry (same formula, charge and spin) is 87.7 kcal per mole. For the HOMO-LUMO gap, the calculation gives 9.5 eV. Its HOMO energy is -8.33 eV. As for the largest force on an atom: 7.1 eV/A.



Formula: C4H7FN2
Source: the Open Molecules 2025 dataset
Level of theory: ωB97M-V/def2-TZVPD

The geometry in ORCA input format:
```
! wB97M-V def2-TZVPD RIJCOSX def2/J DEFGRID3
* xyz 0 1
F 1.5665 -0.6949 1.0950
N -0.1895 1.2469 1.9449
N -0.2068 1.3057 0.6732
C -0.0449 -0.4713 -2.3800
C -0.1954 0.3697 -1.3236
C -0.1234 0.1160 0.0749
C 0.1856 -1.0587 0.7684
H -0.2028 -1.8055 -2.3701
H -0.5501 2.1743 2.1053
H -0.3260 -1.3897 1.7818
H -0.1628 0.0786 -3.3726
H 0.5346 0.7366 2.5904
H -0.0209 -1.9952 0.0376
H -0.2641 1.3874 -1.6252
*
```

The value obtained for the electronic energy is -9954.311 eV. The energy relative to the best compared isomer or geometry (same formula, charge and spin) is 103.1 kcal per mole. For the HOMO-LUMO gap, the calculation gives 8.4 eV. Its HOMO energy is -7.89 eV. As for the largest force on an atom: 5.9 eV/A.



Formula: C4H7FN2O
Source: the Open Molecules 2025 dataset
Level of theory: ωB97M-V/def2-TZVPD

The geometry in ORCA input format:
```
! wB97M-V def2-TZVPD RIJCOSX def2/J DEFGRID3
* xyz 0 1
F 1.9704 -1.0444 1.6985
O 1.4640 -1.6802 -0.5873
N -0.0483 0.1015 -0.9876
N 0.7349 -0.9101 -1.5396
C 1.3506 -0.8841 0.5493
C 0.5578 0.2053 0.2803
C -1.5097 -0.0689 -0.7543
C 0.2775 1.3217 1.2222
H -1.6602 0.9568 -0.1944
H -0.6359 1.7566 0.7615
H -2.0912 -0.1961 -1.7230
H -1.7823 -0.8161 0.0134
H 0.2612 -1.6148 -2.1555
H 0.0801 0.9029 2.1452
H 1.0311 1.9699 1.2715
*
```

The value obtained for the electronic energy is -12001.395 eV. The energy relative to the best compared isomer or geometry (same formula, charge and spin) is 130.6 kcal per mole. For the HOMO-LUMO gap, the calculation gives 8.2 eV. Its HOMO energy is -7.27 eV. As for the largest force on an atom: 4.9 eV/A.



Formula: C4H7FN2O
Source: the Open Molecules 2025 dataset
Level of theory: ωB97M-V/def2-TZVPD

The geometry in ORCA input format:
```
! wB97M-V def2-TZVPD RIJCOSX def2/J DEFGRID3
* xyz 0 1
F 2.2024 0.6065 0.8640
O 0.0182 1.4857 -0.5592
N -0.0535 -0.7813 -0.2399
N -2.6098 -0.7430 0.5080
C -2.1048 0.4961 -0.0650
C -0.5943 0.4790 -0.2962
C 1.3015 -1.0783 -0.4842
C 2.3199 -0.4087 0.0053
H 3.3361 -0.6400 -0.2425
H -2.5146 -0.7210 1.5050
H -2.5584 0.6373 -1.0349
H 1.5118 -1.9216 -1.1247
H -0.7005 -1.5188 -0.1088
H -3.6078 -0.8380 0.3419
H -2.3242 1.3993 0.5253
*
```

The value obtained for the electronic energy is -12006.256 eV. The energy relative to the best compared isomer or geometry (same formula, charge and spin) is 18.5 kcal per mole. For the HOMO-LUMO gap, the calculation gives 9.8 eV. Its HOMO energy is -8.99 eV. As for the largest force on an atom: 1.2 eV/A.



Formula: C4H7FNO4P
Source: the Open Molecules 2025 dataset
Level of theory: ωB97M-V/def2-TZVPD

The geometry in ORCA input format:
```
! wB97M-V def2-TZVPD RIJCOSX def2/J DEFGRID3
* xyz -2 1
P 1.8267 0.7424 2.7209
F -0.8127 -1.8057 3.6641
O 0.1553 -1.4915 -2.5964
O 0.1536 1.3041 0.7318
O -0.4808 1.9627 -3.7096
O -2.0267 -0.0019 3.3093
N -0.4876 -0.6995 1.7247
C -1.1809 -0.7335 2.9001
C 0.0148 0.7066 -3.7697
C 0.3758 0.5035 1.5881
C -0.3613 -0.2373 -2.5214
H -1.4814 -0.1817 -2.4744
H -0.0496 0.3541 -1.6277
H 2.2372 -0.6038 2.8774
H 1.1359 0.6358 -3.8224
H 1.2059 0.9733 3.9820
H 0.0907 -1.5316 1.6847
H -0.3149 0.1043 -4.6615
*
```

The value obtained for the electronic energy is -25941.864 eV. The energy relative to the best compared isomer or geometry (same formula, charge and spin) is 9.6 kcal per mole. For the HOMO-LUMO gap, the calculation gives 2.6 eV. Its HOMO energy is 2.27 eV. As for the largest force on an atom: 1.1 eV/A.



Formula: C4H7FO
Source: the Open Molecules 2025 dataset
Level of theory: ωB97M-V/def2-TZVPD

The geometry in ORCA input format:
```
! wB97M-V def2-TZVPD RIJCOSX def2/J DEFGRID3
* xyz 0 1
F -3.0052 -0.7186 0.4662
O -0.4343 -0.8406 -0.1558
C 0.9818 -0.8060 -0.3335
C -2.3622 0.3326 -0.1115
C -1.0925 0.3569 -0.3427
C 1.6184 0.2280 0.5888
H 1.2929 -0.6267 -1.3499
H -0.5829 1.2533 -0.8294
H 1.3754 -1.8211 -0.0757
H 2.7098 0.3068 0.3739
H -3.0506 1.1822 -0.3052
H 1.1229 1.1836 0.4049
H 1.4265 -0.0304 1.6698
*
```

The value obtained for the electronic energy is -9024.776 eV. The energy relative to the best compared isomer or geometry (same formula, charge and spin) is 34.5 kcal per mole. For the HOMO-LUMO gap, the calculation gives 10.0 eV. Its HOMO energy is -8.94 eV. As for the largest force on an atom: 3.7 eV/A.



Formula: C4H7FO
Source: the Open Molecules 2025 dataset
Level of theory: ωB97M-V/def2-TZVPD

The geometry in ORCA input format:
```
! wB97M-V def2-TZVPD RIJCOSX def2/J DEFGRID3
* xyz 0 1
F 2.5574 -0.1209 -1.9446
O 0.0430 0.5561 1.7220
C -1.6267 0.2568 0.0446
C 0.8535 0.3726 -0.4670
C 1.6113 -0.5252 -1.0727
C -0.2022 -0.0855 0.4596
H 1.5114 -1.6435 -0.9685
H 1.0174 1.4539 -0.5404
H -2.4131 -0.1233 0.6828
H -1.7118 1.3164 -0.0177
H -1.8072 -0.2363 -0.8643
H 0.1681 -0.0708 2.4280
H -0.0009 -1.1503 0.5383
*
```

The value obtained for the electronic energy is -9025.268 eV. The energy relative to the best compared isomer or geometry (same formula, charge and spin) is 23.1 kcal per mole. For the HOMO-LUMO gap, the calculation gives 10.7 eV. Its HOMO energy is -9.80 eV. As for the largest force on an atom: 1.8 eV/A.



Formula: C4H7FO
Source: the Open Molecules 2025 dataset
Level of theory: ωB97M-V/def2-TZVPD

The geometry in ORCA input format:
```
! wB97M-V def2-TZVPD RIJCOSX def2/J DEFGRID3
* xyz 0 1
F 2.0721 0.7851 0.9297
O -2.4173 0.8721 -0.8217
C -1.2910 -0.0265 -0.9621
C 0.7134 -0.9791 0.1650
C 1.9018 -0.4281 0.3498
C -0.6496 -0.3323 0.3978
H -0.4975 0.5205 -1.5935
H 0.7053 -1.9662 -0.2952
H 2.8541 -0.9533 0.2570
H -3.0638 0.2847 -0.3506
H -1.2596 -1.0341 1.0135
H -0.5473 0.6000 1.0200
H -1.5494 -0.8978 -1.5482
*
```

The value obtained for the electronic energy is -9025.216 eV. The energy relative to the best compared isomer or geometry (same formula, charge and spin) is 24.3 kcal per mole. For the HOMO-LUMO gap, the calculation gives 10.6 eV. Its HOMO energy is -9.73 eV. As for the largest force on an atom: 2.6 eV/A.



Formula: C4H7FO2
Source: the Open Molecules 2025 dataset
Level of theory: ωB97M-V/def2-TZVPD

The geometry in ORCA input format:
```
! wB97M-V def2-TZVPD RIJCOSX def2/J DEFGRID3
* xyz 0 3
F 0.0807 -1.7405 0.3058
O -2.4394 0.2800 1.0183
O -1.5209 -0.1482 -1.4555
C 0.6502 -0.6094 -0.3581
C 1.7227 0.0663 0.4371
C -0.6489 0.4061 -0.5503
C -1.3815 0.6765 0.7347
H -0.4235 1.2610 -1.0663
H -0.7046 1.0962 1.4744
H 1.5323 1.2773 0.4173
H 2.6881 -0.2257 0.0842
H -1.8955 -0.9983 -1.1263
H 1.6560 -0.2536 1.4995
H 0.6843 -1.0877 -1.4147
*
```

The value obtained for the electronic energy is -11068.207 eV. The energy relative to the best compared isomer or geometry (same formula, charge and spin) is 10.8 kcal per mole. For the HOMO-LUMO gap (spin up / spin down), the calculation gives 6.9 / 8.1 eV. Its HOMO energy (spin up / spin down) is -6.01 / -10.54 eV. As for the largest force on an atom: 9.2 eV/A. The expectation value of S² is 2.006.



Formula: C4H7FeO
Source: the Open Molecules 2025 dataset
Level of theory: ωB97M-V/def2-TZVPD

The geometry in ORCA input format:
```
! wB97M-V def2-TZVPD RIJCOSX def2/J DEFGRID3
* xyz 0 6
Fe 3.7668 0.0431 -0.0512
O 1.9325 0.7784 -0.1736
C -1.5164 -0.1154 0.6544
C -1.5284 -0.0737 -0.8203
C -0.4313 0.6811 -0.0696
C 0.9008 0.1092 -0.0945
H -2.2523 0.5631 -1.3267
H -0.4846 1.7694 -0.0392
H -1.2131 -1.0399 1.1469
H 3.3228 -1.2399 1.0783
H 0.9677 -0.9980 -0.1429
H -2.2322 0.4906 1.2077
H -1.2324 -0.9681 -1.3694
*
```

The value obtained for the electronic energy is -40689.981 eV. For the HOMO-LUMO gap (spin up / spin down), the calculation gives 3.0 / 7.9 eV. Its HOMO energy (spin up / spin down) is -4.44 / -9.58 eV. As for the largest force on an atom: 8.1 eV/A. The expectation value of S² is 8.767.



Formula: C4H7HgO2
Source: the Open Molecules 2025 dataset
Level of theory: ωB97M-V/def2-TZVPD

The geometry in ORCA input format:
```
! wB97M-V def2-TZVPD RIJCOSX def2/J DEFGRID3
* xyz 1 1
Hg 0.4171 -0.5810 -0.2924
O 1.4772 -0.9164 1.0936
O -0.9794 -0.4279 -3.4884
C -0.5690 0.5080 -2.6698
C 1.8345 -0.4418 2.2711
C -1.0530 0.6152 -1.3942
C 1.4548 0.7260 2.8231
H -0.8009 1.5601 -0.8930
H -0.2672 -1.0209 -3.7596
H 1.7687 0.9668 3.8392
H 2.5509 -1.0764 2.8172
H 0.2012 1.1909 -3.0438
H 0.9182 1.4840 2.2448
H -1.9583 0.0581 -1.1272
*
```

The value obtained for the electronic energy is -12520.143 eV. The energy relative to the best compared isomer or geometry (same formula, charge and spin) is 24.1 kcal per mole. For the HOMO-LUMO gap, the calculation gives 6.4 eV. Its HOMO energy is -12.12 eV. As for the largest force on an atom: 5.8 eV/A.



Formula: C4H7IN
Source: the Open Molecules 2025 dataset
Level of theory: ωB97M-V/def2-TZVPD

The geometry in ORCA input format:
```
! wB97M-V def2-TZVPD RIJCOSX def2/J DEFGRID3
* xyz 1 1
I 2.7538 0.1970 0.0994
N -0.1802 -0.5449 0.2258
C 0.6482 0.6054 0.4935
C -0.3078 -2.0171 0.0577
C 0.1555 1.7868 -0.2719
C -1.1795 -0.9964 -0.3673
H 0.2467 1.6317 -1.3823
H -2.1846 -1.0120 -0.9294
H 0.6167 2.6524 0.2819
H 0.3602 -2.5441 -0.5572
H 0.5492 0.8148 1.4890
H -1.0024 2.0075 -0.0943
H -0.4759 -2.5811 0.9550
*
```

The value obtained for the electronic energy is -13841.698 eV. The energy relative to the best compared isomer or geometry (same formula, charge and spin) is 82.0 kcal per mole. For the HOMO-LUMO gap, the calculation gives 8.5 eV. Its HOMO energy is -13.81 eV. As for the largest force on an atom: 3.6 eV/A.